*A*
# C7H14N2

2 unconnected molecules or ions with the total composition C7H14N2 (wB97M-V/def2-TZVPD, OMol25).

```
23
C7H14N2 wB97M-V/def2-TZVPD
C -0.2456 -1.2055 2.3378
H -1.5697 0.0839 1.0783
H -1.3822 0.6121 2.7572
H -1.1855 -1.5642 -2.0849
H -0.8750 -2.0509 2.0322
H 1.6152 -0.5757 1.3986
C 0.9440 1.0847 -1.9078
H -0.0932 0.7983 1.5898
H -0.2659 -1.3054 3.4211
H 0.4531 -1.6929 -1.8694
C -0.7523 2.4413 -2.0792
H 1.8034 -1.7346 2.6960
N -1.2810 1.2588 -1.9803
H -0.5928 -1.2381 -0.5325
H -1.3406 3.3164 -2.3140
N 0.6086 2.4020 -2.0926
H 1.2125 -2.3478 1.1697
C -0.3914 -1.0552 -1.5916
C -0.2213 0.3820 -1.8768
H 1.3132 3.0901 -1.8877
C 1.1972 -1.4850 1.8288
C -0.8834 0.1171 1.9242
H 1.9327 0.6685 -2.0169
```

* HOMO-LUMO gap: 9.5 eV
* SMILES string: Cc1c[nH]cn1.CCC
* M: 126.20 g mol⁻¹
* 2S+1: 1

*B*
# C7H14N2

A single C7H14N2 molecule (wB97M-V/def2-TZVPD, OMol25).

```
23
C7H14N2 wB97M-V/def2-TZVPD
H 0.9628 -1.7443 1.8561
H 1.6001 -0.1208 2.0465
H 0.6292 2.0022 1.8113
H -0.0388 -0.4931 2.5854
H -1.8662 -1.5383 -1.7549
H 1.6684 2.1412 -1.5579
H -1.3628 -2.4659 1.2854
N 1.1841 1.8480 0.9782
C -0.4975 1.9528 -1.0326
H -1.3843 1.6761 -1.5833
N -1.0288 -1.0168 -1.5412
H -1.5247 -3.1152 -0.3514
C 0.1943 -0.3053 0.4376
H -1.0805 -0.0452 -1.8444
C -0.8698 -2.5605 0.3181
H 1.5180 2.7296 0.6131
H 0.8927 0.6163 -2.1294
C 0.5137 1.0716 -0.0027
H -0.5614 2.9888 -0.7242
C 0.8555 1.4313 -1.4196
H 0.0315 -3.1556 0.4609
C 0.7052 -0.6896 1.8081
C -0.5406 -1.2074 -0.2590
```

* HOMO-LUMO gap: 8.1 eV
* SMILES string: C/C(N)=C(\C)C1(N)CC1
* M: 126.20 g mol⁻¹
* 2S+1: 1

Which one sits at the bottom of the stability order? *B* does.

*A*
# C7H14N2

2 unconnected molecules or ions with the total composition C7H14N2 (wB97M-V/def2-TZVPD, OMol25).

```
23
C7H14N2 wB97M-V/def2-TZVPD
C -1.0963 2.8384 -0.3049
H -0.5438 2.8449 -1.2392
N 2.2605 -0.3866 -0.0278
H -0.0427 -2.7215 -2.3529
N 1.3089 -2.2325 0.7115
C -0.0168 -2.9437 -1.2905
H -0.5391 1.6347 2.1102
H -0.6370 3.4564 0.4665
H 2.7982 -1.2071 1.8533
H -0.5703 0.7100 -0.3029
C 1.4726 -0.8596 -1.0385
H -1.3065 0.1499 1.9263
C 0.8842 -1.9999 -0.5768
H -2.2811 1.0908 -0.3379
H 2.6976 0.5169 0.0481
H 1.3055 -0.2903 -1.9353
C -1.3289 1.3622 0.1224
C 2.1139 -1.2613 1.0207
C -1.4176 1.2008 1.6320
H -2.0629 3.2981 -0.5159
H 0.3247 -3.9720 -1.1647
H -1.0199 -2.8966 -0.8660
H -2.3032 1.6677 2.0622
```

* HOMO-LUMO gap: 9.4 eV
* SMILES string: Cc1c[nH]cn1.CCC
* M: 126.20 g mol⁻¹
* 2S+1: 1

*B*
# C7H14N2

2 unconnected molecules or ions with the total composition C7H14N2 (wB97M-V/def2-TZVPD, OMol25).

```
23
C7H14N2 wB97M-V/def2-TZVPD
C 1.8709 -1.3766 1.3483
C 0.4457 -2.2373 -0.0873
H -0.7478 0.2465 -1.3729
C -2.8757 -0.0176 -1.6772
H 0.0459 -3.1816 -0.3874
C 0.7182 1.9093 1.3786
N 1.2378 -2.5802 0.9769
H 1.2745 1.9061 2.4176
C 1.7932 1.0627 0.5376
H 1.1504 -3.4001 1.5192
H 0.5739 2.9499 1.0034
H -0.2195 1.4684 1.4356
H 2.7142 -1.2820 1.9197
C -1.5499 0.9256 -1.6306
H -2.8646 -0.6090 -2.5820
H -2.8685 -0.5035 -0.6577
H 1.7866 1.5386 -0.4630
N 0.5122 -0.9421 -0.3586
C 1.3910 -0.3680 0.5373
H -3.8044 0.4964 -1.6716
H -1.7420 1.4565 -0.7111
H 2.7777 0.9797 0.9622
H -1.6199 1.5583 -2.4371
```

* HOMO-LUMO gap: 9.5 eV
* SMILES string: CCc1c[nH]cn1.CC
* M: 126.20 g mol⁻¹
* 2S+1: 1

*C*
# C7H14N2

A single C7H14N2 molecule (wB97M-V/def2-TZVPD, OMol25).

```
23
C7H14N2 wB97M-V/def2-TZVPD
C 0.1876 1.6835 0.1606
C 0.5638 2.8434 1.0501
H 0.5794 -3.5919 -0.8869
C 0.5751 -2.8077 -1.7796
H -0.3794 3.0829 1.4746
H 1.5704 -2.8128 -2.1749
H -2.5096 1.9848 1.5401
H 0.9326 3.6826 0.4721
H -0.2360 -3.0919 -2.4856
H -2.1959 0.2283 1.7721
C 0.3196 -1.5208 -1.1014
N -1.4998 0.0672 -0.4711
N -0.9083 0.9544 0.3124
C -0.8148 -0.8233 -1.2518
H 2.3383 -1.4897 -0.5242
H 0.6726 1.6816 -0.7802
H 1.2366 -2.1922 0.7113
H 1.4037 2.5931 1.8391
C -1.7296 1.1504 1.5021
H -1.6162 -1.2084 -1.9617
C 1.3319 -1.3655 -0.0521
H 1.2477 -0.3591 0.2964
H -1.0696 1.3110 2.3386
```

* HOMO-LUMO gap (alpha / beta): 7.3 / 7.3 eV
* M: 126.20 g mol⁻¹
* 2S+1: 1

*D*
# C7H14N2

2 unconnected molecules or ions with the total composition C7H14N2 (wB97M-V/def2-TZVPD, OMol25).

```
23
C7H14N2 wB97M-V/def2-TZVPD
H -1.7091 4.9706 -0.1076
C -1.4470 -1.7799 1.6373
H -1.5541 -3.1017 -0.0849
H 2.9504 -0.3055 -0.6688
H 1.3536 -0.0289 -2.5484
H 0.6987 4.4252 1.1383
C 1.9757 -0.7650 -0.6108
H -0.9205 -0.9537 -2.0287
N 1.3839 -1.5820 0.1965
H -2.1132 -0.9512 1.3796
H -2.0528 -2.3839 2.3197
C -0.0341 -1.0776 -1.4307
H -0.5469 3.2907 1.7204
C -0.8113 -2.6334 0.5689
H -0.1804 -3.4287 0.9386
C 0.1036 -1.8035 -0.2934
C -1.0084 4.1493 -0.2332
C -0.3455 4.2234 1.2053
N 1.1375 -0.4061 -1.6417
H -1.4960 3.1836 -0.1907
H -0.2933 4.3258 -1.0256
H -0.6418 5.1043 1.7765
H -0.7051 -1.2609 2.2479
```

* HOMO-LUMO gap: 9.4 eV
* SMILES string: CCc1c[nH]cn1.CC
* M: 126.20 g mol⁻¹
* 2S+1: 1

Which one sits at the bottom of the stability order? *C* does.

*A*
# H4O2

2 unconnected molecules or ions with the total composition H4O2 (wB97M-V/def2-TZVPD, OMol25).

```
6
H4O2 wB97M-V/def2-TZVPD
H -0.6526 0.2009 0.0976
O 1.0860 -0.0761 -0.0492
H -1.7327 -0.8191 -0.2942
O -1.6120 0.0769 0.0476
H 1.9213 -0.2655 0.4309
H 0.9899 0.8829 -0.2326
```

* HOMO-LUMO gap: 11.5 eV
* SMILES string: O.O
* M: 36.03 g mol⁻¹
* 2S+1: 1

*B*
# H4O2

2 unconnected molecules or ions with the total composition H4O2 (wB97M-V/def2-TZVPD, OMol25).

```
6
H4O2 wB97M-V/def2-TZVPD
H -1.2481 1.8771 4.4770
H 1.6813 -1.7815 -4.2963
H -0.6308 1.6467 3.2852
O -1.3103 2.1655 3.5726
O 1.0566 -2.1869 -3.7322
H 0.4513 -1.7209 -3.3063
```

* HOMO-LUMO gap: 12.8 eV
* SMILES string: O.O
* M: 36.03 g mol⁻¹
* 2S+1: 1

*C*
# H4O2

2 unconnected molecules or ions with the total composition H4O2 (wB97M-V/def2-TZVPD, OMol25).

```
6
H4O2 wB97M-V/def2-TZVPD
O 0.0507 -1.1206 1.2569
H -0.7941 1.5807 -0.9118
O -0.4177 0.7123 -0.7683
H 0.0423 -0.3161 0.7383
H 0.9537 -1.4332 1.2004
H 0.1651 0.5769 -1.5155
```

* HOMO-LUMO gap: 11.4 eV
* SMILES string: O.O
* M: 36.03 g mol⁻¹
* 2S+1: 1

Which one sits at the bottom of the stability order? *B* does.

*A*
# H4O2

2 unconnected molecules or ions with the total composition H4O2 (wB97M-V/def2-TZVPD, OMol25).

```
6
H4O2 wB97M-V/def2-TZVPD
O 1.0030 1.3863 0.4749
O -0.9500 -1.3519 -0.3912
H -1.1168 -1.4473 -1.3513
H 0.6068 0.9480 -0.2653
H -1.1384 -0.4322 -0.1001
H 1.2244 0.6569 1.0470
```

* HOMO-LUMO gap: 12.4 eV
* SMILES string: O.O
* M: 36.03 g mol⁻¹
* 2S+1: 1

*B*
# H4O2

2 unconnected molecules or ions with the total composition H4O2 (wB97M-V/def2-TZVPD, OMol25).

```
6
H4O2 wB97M-V/def2-TZVPD
H -0.8183 1.8773 -0.3808
H -0.0646 0.5016 -0.2375
O -0.1914 1.3306 -0.8067
O 0.1338 -0.8910 0.4469
H 0.1076 -1.7487 -0.1277
H 0.8328 -1.0698 1.1058
```

* HOMO-LUMO gap: 10.9 eV
* SMILES string: O.O
* M: 36.03 g mol⁻¹
* 2S+1: 1

Which one sits at the bottom of the stability order? *B* does.

*A*
# C2H7N3

2 unconnected molecules or ions with the total composition C2H7N3 (wB97M-V/def2-TZVPD, OMol25).

```
12
C2H7N3 wB97M-V/def2-TZVPD
N 1.5304 -0.6079 3.1028
H -1.0936 2.2058 -3.1306
H -0.9086 1.1774 -4.6687
H 0.8981 0.1524 -3.3359
H -1.3196 -1.3613 1.8639
H -0.9389 0.0183 2.6356
N 0.6357 1.1293 -3.3076
N -0.7563 -0.9750 2.6120
C 0.6039 -1.3163 2.6154
H 0.6971 -2.2244 2.0207
H 1.1639 0.3226 3.2889
C -0.5120 1.4790 -3.6967
```

* HOMO-LUMO gap: 10.1 eV
* SMILES string: [H]/N=C\N.C=N
* M: 73.10 g mol⁻¹
* 2S+1: 1

*B*
# C2H7N3

2 unconnected molecules or ions with the total composition C2H7N3 (wB97M-V/def2-TZVPD, OMol25).

```
12
C2H7N3 wB97M-V/def2-TZVPD
N -0.3652 1.2953 1.5736
H -0.1988 -0.4602 -1.6556
H -1.3069 -1.0325 2.0168
H -0.4663 2.2802 1.4566
N 0.6837 -0.4651 -2.1165
H -0.2436 0.8617 2.4699
H 2.0232 -0.2832 -0.5370
C 1.7844 -0.6329 -1.5465
N -1.2295 -0.8090 1.0324
C -0.9806 0.4009 0.7275
H 2.6067 -1.1578 -2.0507
H -1.1857 0.6512 -0.3098
```

* HOMO-LUMO gap: 10.0 eV
* SMILES string: [H]/N=C\N.C=N
* M: 73.10 g mol⁻¹
* 2S+1: 1

Which one sits at the bottom of the stability order? *A* does.